{
  "formula": "C11H9BrNO4PS",
  "method": "ωB97M-V/def2-TZVPD",
  "gap_ev": 8.550,
  "smiles": "O=P(O)(O)COc1cccc2c1-c1nc(Br)sc1C2",
  "lumo_ev": 0.0,
  "multiplicity": 1,
  "species": ["O", "Br", "N", "O", "O", "O", "S", "C", "C", "C", "C", "C", "C", "C", "C", "C", "C", "C", "P", "H", "H", "H", "H", "H", "H", "H", "H", "H"],
  "coordinates": [[1.551, -1.241, 3.087], [3.563, -2.859, -0.557], [1.399, -1.315, -0.682], [-1.587, -0.891, 0.753], [-0.192, -2.459, 4.062], [0.810, -3.091, 1.832], [3.434, 0.170, -1.648], [2.659, -1.230, -0.909], [0.864, -0.185, -1.145], [1.710, 0.640, -1.765], [-2.528, 2.066, -1.204], [-2.651, 0.928, -0.346], [-1.330, 2.376, -1.750], [-1.512, 0.122, -0.140], [-0.438, 0.403, -0.987], [-0.233, 1.561, -1.637], [1.110, 1.853, -2.350], [-0.957, -0.716, 1.995], [0.300, -1.946, 2.747], [0.623, -2.956, 4.333], [1.185, -2.444, 1.127], [-3.359, 2.737, -1.551], [-3.608, 0.766, 0.051], [-1.272, 3.252, -2.370], [1.474, 2.833, -2.026], [1.045, 1.868, -3.464], [-0.442, 0.287, 1.768], [-1.616, -0.529, 2.777]],
  "atomic_forces_ev_per_a": [[0.37, 1.70, -0.32], [0.65, 0.36, 0.01], [0.93, -0.63, 0.63], [-0.63, -2.31, -0.41], [-2.06, -3.22, 3.09], [-0.83, -0.05, -2.73], [-3.07, -1.36, 0.32], [1.72, -2.27, 0.59], [0.03, -0.22, 0.51], [3.30, 1.61, -1.44], [-1.61, -0.61, 0.50], [1.55, 1.49, -1.46], [0.59, 1.19, -1.06], [-1.89, 1.36, -0.98], [1.72, -1.64, 1.63], [-2.42, 3.59, -2.46], [-1.47, -0.56, 0.97], [2.75, 1.63, -1.42], [3.05, 4.53, -2.46], [-0.88, 0.39, 0.66], [-0.12, -1.93, 0.30], [0.48, -1.02, 1.03], [-0.90, -0.64, 0.94], [0.09, 0.41, -0.16], [0.20, -0.30, 0.10], [-0.10, -0.22, 0.81], [0.30, -1.54, 1.49], [-1.73, 0.26, 1.30]]
}